(1)
{"formula": "C5H15NO", "method": "wB97M-V/def2-TZVPD", "orbital_gap_ev": 10.9424, "smiles": "CCC[C@@H](C)N.O", "total_charge": 0, "species": ["C", "C", "C", "C", "C", "N", "H", "H", "H", "H", "H", "H", "H", "H", "H", "H", "H", "H", "H", "O", "H", "H"], "positions_angstrom": [[1.29, -1.57, 0.90], [0.10, -1.62, 0.02], [0.15, -0.50, -1.09], [-0.05, 0.90, -0.51], [0.33, 1.93, -1.56], [-1.24, 1.18, 0.29], [2.07, -2.33, 0.67], [1.11, -1.75, 1.97], [1.96, -0.68, 0.92], [0.09, -2.53, -0.59], [-0.85, -1.42, 0.52], [1.17, -0.49, -1.46], [-0.45, -0.71, -1.99], [0.89, 0.99, 0.10], [1.31, 1.70, -1.92], [0.35, 2.95, -1.13], [-0.37, 1.94, -2.42], [-1.35, 2.19, 0.22], [-2.07, 0.88, -0.24], [-1.41, -0.25, 2.79], [-1.80, -1.11, 2.51], [-1.23, 0.28, 1.99]], "nbo_charge": [-0.640, -0.414, -0.386, -0.062, -0.611, -0.840, 0.210, 0.232, 0.207, 0.212, 0.202, 0.200, 0.198, 0.178, 0.215, 0.202, 0.195, 0.367, 0.358, -0.980, 0.460, 0.497]}

***

(2)
{"formula": "C51H56N10O17", "method": "wB97M-V/def2-TZVPD", "spin_multiplicity": 2, "orbital_gap_ev": [7.1968, 2.1844], "s2": 0.78, "total_charge": 1, "species": ["C", "O", "N", "C", "C", "H", "H", "H", "H", "H", "H", "H", "C", "O", "N", "C", "C", "H", "H", "H", "H", "H", "H", "H", "C", "O", "N", "C", "C", "H", "H", "H", "H", "H", "H", "H", "C", "C", "C", "C", "C", "C", "N", "O", "O", "H", "H", "H", "H", "H", "C", "C", "C", "C", "C", "C", "N", "O", "O", "H", "H", "H", "H", "H", "C", "C", "C", "C", "C", "C", "N", "O", "O", "H", "H", "H", "H", "H", "C", "C", "C", "C", "C", "C", "N", "O", "O", "H", "H", "H", "H", "H", "C", "C", "C", "C", "C", "C", "N", "O", "O", "H", "H", "H", "H", "H", "C", "C", "C", "C", "C", "C", "N", "O", "O", "H", "H", "H", "H", "H", "C", "C", "C", "C", "C", "C", "N", "O", "O", "H", "H", "H", "H", "H"], "positions_angstrom": [[-2.18, 6.07, 2.39], [-2.52, 7.09, 2.97], [-2.28, 4.82, 2.84], [-1.53, 3.72, 2.17], [-3.19, 4.36, 3.90], [-1.55, 6.13, 1.49], [-0.70, 3.48, 2.83], [-1.06, 4.05, 1.24], [-2.22, 2.88, 2.13], [-3.95, 3.69, 3.50], [-2.65, 3.66, 4.53], [-3.66, 5.16, 4.48], [4.73, -0.59, -2.06], [4.04, -1.39, -2.68], [5.59, -0.84, -1.11], [6.15, 0.23, -0.26], [5.99, -2.21, -0.78], [4.55, 0.47, -2.31], [5.93, 1.28, -0.39], [7.24, 0.22, -0.34], [6.12, -0.02, 0.80], [5.72, -2.60, 0.20], [5.60, -2.91, -1.53], [7.08, -2.20, -0.89], [2.15, 5.59, 0.72], [1.08, 5.06, 0.36], [2.54, 5.77, 2.00], [3.81, 6.41, 2.23], [1.52, 5.67, 3.07], [2.93, 6.00, 0.05], [3.55, 7.10, 3.03], [4.09, 7.10, 1.42], [4.67, 5.84, 2.59], [1.19, 6.64, 3.43], [0.67, 5.00, 2.94], [2.06, 5.45, 4.00], [-3.61, -5.24, 3.27], [-4.13, -4.13, 3.98], [-4.27, -2.94, 3.34], [-3.72, -2.64, 2.11], [-3.09, -3.73, 1.41], [-3.00, -5.02, 2.03], [-4.09, -1.32, 1.51], [-3.67, -1.09, 0.36], [-4.77, -0.52, 2.11], [-3.43, -6.17, 3.79], [-4.44, -4.25, 5.00], [-4.85, -2.13, 3.77], [-2.66, -3.59, 0.43], [-2.54, -5.90, 1.59], [-5.17, -3.09, -3.90], [-4.90, -3.04, -2.48], [-5.17, -4.18, -1.70], [-5.74, -5.33, -2.27], [-5.91, -5.38, -3.70], [-5.59, -4.28, -4.46], [-6.07, -6.58, -1.45], [-5.65, -6.64, -0.30], [-6.59, -7.56, -2.00], [-4.94, -2.19, -4.46], [-4.46, -2.17, -2.02], [-4.89, -4.20, -0.65], [-5.93, -6.34, -4.19], [-5.67, -4.43, -5.53], [1.67, 1.82, -1.06], [1.92, 1.37, -2.34], [1.25, 0.29, -2.88], [0.05, -0.09, -2.24], [-0.34, 0.50, -0.98], [0.51, 1.40, -0.39], [-0.89, -1.05, -2.88], [-1.93, -1.29, -2.30], [-0.62, -1.70, -3.88], [2.25, 2.64, -0.67], [2.77, 1.80, -2.84], [1.47, -0.18, -3.83], [-1.24, 0.27, -0.44], [0.24, 1.80, 0.58], [-4.93, 3.22, 0.37], [-5.74, 3.88, -0.59], [-5.51, 3.56, -1.92], [-4.58, 2.60, -2.40], [-3.89, 1.97, -1.39], [-4.04, 2.25, -0.03], [-4.43, 2.29, -3.88], [-3.84, 1.28, -4.18], [-4.78, 3.13, -4.73], [-5.05, 3.40, 1.43], [-6.41, 4.70, -0.40], [-6.17, 4.02, -2.63], [-3.15, 1.23, -1.61], [-3.43, 1.78, 0.73], [3.60, 1.45, 7.60], [4.72, 1.66, 6.68], [4.43, 1.88, 5.35], [3.16, 1.95, 4.82], [2.09, 1.66, 5.73], [2.32, 1.47, 7.06], [2.90, 2.19, 3.41], [3.84, 2.41, 2.69], [1.75, 2.13, 3.02], [3.78, 1.22, 8.64], [5.71, 1.77, 7.10], [5.27, 2.09, 4.70], [1.06, 1.70, 5.43], [1.50, 1.14, 7.67], [3.72, -1.39, 2.76], [3.19, -0.86, 1.57], [2.18, -1.56, 0.89], [1.60, -2.68, 1.47], [2.14, -3.19, 2.68], [3.13, -2.51, 3.38], [0.41, -3.35, 0.77], [-0.20, -2.73, -0.07], [0.22, -4.51, 1.01], [4.42, -0.89, 3.41], [3.60, 0.05, 1.15], [1.82, -1.28, -0.09], [1.75, -4.06, 3.18], [3.40, -2.91, 4.34], [1.39, -1.81, -6.76], [1.97, -2.73, -5.87], [3.01, -3.55, -6.32], [3.43, -3.55, -7.67], [2.88, -2.53, -8.51], [1.87, -1.71, -8.05], [4.42, -4.52, -8.22], [4.82, -4.60, -9.39], [4.63, -5.46, -7.46], [0.63, -1.07, -6.54], [1.71, -2.73, -4.83], [3.32, -4.20, -5.51], [3.18, -2.34, -9.53], [1.46, -1.00, -8.75]], "lowdin_charge": [-0.225, 0.200, -0.003, 0.039, 0.054, 0.161, 0.104, 0.098, 0.099, 0.110, 0.123, 0.120, -0.381, -0.005, -0.159, -0.052, -0.019, 0.121, 0.091, 0.080, 0.074, 0.086, 0.092, 0.092, -0.293, -0.034, -0.172, -0.047, -0.029, 0.141, 0.088, 0.096, 0.094, 0.092, 0.046, 0.088, -0.044, -0.067, -0.047, -0.115, 0.013, -0.037, -0.318, 0.039, 0.061, 0.109, 0.109, 0.112, 0.095, 0.111, -0.039, -0.032, -0.009, -0.095, -0.012, -0.093, -0.326, 0.051, 0.055, 0.101, 0.074, 0.087, 0.116, 0.108, -0.066, -0.085, 0.022, -0.089, -0.015, -0.080, -0.326, 0.048, 0.079, 0.098, 0.108, 0.113, 0.096, 0.084, -0.079, -0.050, -0.016, -0.086, -0.003, -0.092, -0.318, 0.093, 0.066, 0.082, 0.108, 0.117, 0.097, 0.078, -0.015, -0.023, -0.037, -0.135, -0.008, -0.098, -0.358, 0.084, 0.047, 0.107, 0.107, 0.118, 0.108, 0.112, -0.071, -0.063, 0.008, -0.086, -0.010, -0.067, -0.336, 0.073, 0.096, 0.095, 0.084, 0.103, 0.114, 0.108, -0.073, -0.057, 0.005, -0.105, -0.005, -0.095, -0.323, 0.055, 0.053, 0.101, 0.092, 0.115, 0.115, 0.108]}

***

(3)
{"formula": "C11H22MoN2O7Si", "method": "wB97M-V/def2-TZVPD", "spin_multiplicity": 3, "orbital_gap_ev": [7.5841, 9.5280], "s2": 2.01, "total_charge": 0, "species": ["Mo", "N", "C", "C", "O", "N", "C", "C", "O", "O", "H", "H", "H", "H", "H", "H", "C", "C", "C", "O", "C", "O", "O", "H", "H", "H", "H", "H", "H", "H", "C", "Si", "C", "C", "O", "H", "H", "H", "H", "H", "H", "H", "H", "H"], "positions_angstrom": [[0.18, 0.72, 0.12], [0.67, 0.86, -2.06], [2.15, 0.78, -2.17], [2.88, 1.11, -0.86], [4.07, 1.28, -0.86], [2.07, 1.11, 0.25], [2.65, 1.27, 1.58], [1.57, 1.02, 2.63], [1.83, 1.06, 3.80], [0.36, 0.78, 2.13], [0.35, 1.77, -2.39], [0.24, 0.16, -2.65], [2.43, -0.25, -2.41], [2.55, 1.42, -2.95], [3.47, 0.56, 1.73], [3.06, 2.27, 1.71], [-3.45, 2.14, 1.35], [-2.84, 1.88, -0.01], [-3.88, 1.86, -1.12], [-2.16, 0.59, 0.01], [-1.78, 2.95, -0.28], [-2.08, 4.06, -0.62], [-0.55, 2.52, -0.11], [-4.23, 1.42, 1.57], [-3.89, 3.14, 1.37], [-2.68, 2.09, 2.13], [-4.74, 1.25, -0.84], [-3.44, 1.44, -2.03], [-4.20, 2.88, -1.32], [-2.47, 0.08, 0.76], [2.35, -2.79, -0.71], [0.67, -2.72, 0.10], [0.82, -3.21, 1.88], [-0.51, -3.82, -0.82], [0.12, -1.17, 0.00], [2.87, -3.71, -0.44], [2.98, -1.96, -0.39], [2.28, -2.76, -1.80], [1.37, -4.14, 1.98], [-0.16, -3.34, 2.34], [1.35, -2.43, 2.44], [-0.10, -4.83, -0.92], [-0.71, -3.44, -1.82], [-1.47, -3.91, -0.29]], "nbo_charge": [1.751, -0.794, -0.321, 0.672, -0.576, -0.615, -0.353, 0.783, -0.592, -0.729, 0.405, 0.404, 0.235, 0.229, 0.234, 0.236, -0.640, 0.141, -0.620, -0.711, 0.771, -0.586, -0.715, 0.212, 0.249, 0.236, 0.213, 0.217, 0.248, 0.510, -1.148, 1.899, -1.148, -1.140, -1.108, 0.245, 0.238, 0.228, 0.239, 0.240, 0.250, 0.240, 0.233, 0.239]}

***

(4)
{"formula": "C4H11NO2", "method": "wB97M-V/def2-TZVPD", "spin_multiplicity": 2, "orbital_gap_ev": [10.1559, 4.6180], "s2": 0.75, "total_charge": 1, "species": ["C", "N", "C", "C", "C", "O", "H", "H", "H", "H", "H", "H", "H", "H", "H", "H", "H", "O"], "positions_angstrom": [[-2.20, -1.97, -0.72], [-2.20, -0.47, -0.78], [-0.95, -0.03, 0.02], [-0.53, 1.39, -0.40], [0.46, 1.93, 0.61], [1.29, 1.18, 1.06], [-3.15, -2.30, -1.15], [-1.47, -2.37, -1.43], [-2.03, -2.48, 0.24], [-3.10, -0.27, -0.32], [-1.22, -0.14, 1.08], [-0.18, -0.72, -0.24], [-1.40, 2.05, -0.54], [0.00, 1.41, -1.38], [0.27, 2.96, 0.97], [2.87, -1.43, 0.63], [3.92, -0.38, 0.26], [3.75, -1.33, 0.26]], "nbo_charge": [-0.516, -0.057, -0.242, -0.543, 0.443, -0.495, 0.250, 0.269, 0.297, 0.415, 0.273, 0.244, 0.237, 0.270, 0.153, 0.459, 0.474, -0.930]}

***

Q: Number 3 is which compound?
A: C11H22MoN2O7Si